61
Properties=species:S:1:pos:R:3 method="wB97M-V/def2-TZVPD" de_lowest_ev=0.343 homo_energy_ev="-7.7 / -7.8" fmax_ha_per_bohr=0.0132 multiplicity=5 e_tot_ev=-85722.814 s2=6.013 gap_ev="7.52 / 7.54" lumo_ev="-0.2 / -0.3"
Fe 0.0193 -0.3337 0.3514
C 4.3749 3.8195 -1.0803
C 2.9148 3.8312 -1.5054
N 2.3979 2.5079 -1.8248
C 1.9622 1.6127 -0.9221
S 1.3465 0.1095 -1.5669
N 2.0707 1.9716 0.3521
N 1.5217 1.0285 1.1606
C 1.6813 1.0996 2.4245
C 2.4449 2.1610 3.1446
C 1.0117 -0.0042 3.1698
C 1.1225 -0.1414 4.5451
C 0.4693 -1.1893 5.1767
C -0.2682 -2.0849 4.4243
C -0.3253 -1.8838 3.0553
N 0.2927 -0.8740 2.4476
H 4.7057 4.8304 -0.8306
H 5.0145 3.4381 -1.8790
H 4.5026 3.1857 -0.2024
H 2.7789 4.4412 -2.3985
H 2.2931 4.2550 -0.7190
H 2.3158 2.2268 -2.7859
H 2.8783 2.8419 2.4198
H 3.2448 1.7324 3.7546
H 1.7857 2.7239 3.8115
H 1.7091 0.5682 5.1124
H 0.5424 -1.3054 6.2510
H -0.7900 -2.9169 4.8765
H -0.8845 -2.5537 2.4132
C -2.4522 -2.9573 -1.3184
C -1.0185 -3.0407 -0.9088
O -0.5552 -2.2832 -0.0628
C -0.1157 -4.0674 -1.5005
C 1.2588 -3.8573 -1.4358
C 2.1231 -4.7844 -1.9948
C 1.6144 -5.9255 -2.6037
C 0.2430 -6.1362 -2.6704
C -0.6246 -5.1991 -2.1278
H -2.8626 -2.0074 -0.9932
H -3.0023 -3.7882 -0.8647
H -2.5476 -3.0522 -2.4010
H 1.6364 -2.9564 -0.9684
H 3.1912 -4.6137 -1.9618
H 2.2912 -6.6499 -3.0394
H -0.1496 -7.0224 -3.1516
H -1.6955 -5.3512 -2.1956
O -3.4559 2.0910 -3.0617
C -3.1465 2.9694 -2.0945
C -3.5169 4.3012 -2.2823
C -3.2042 5.2475 -1.3274
C -2.5156 4.8953 -0.1659
C -2.1545 3.5740 0.0216
C -2.4641 2.5958 -0.9242
C -2.0540 1.1804 -0.7135
O -2.3349 0.3270 -1.5762
O -1.4847 0.9007 0.4057
H -3.0652 1.2308 -2.7652
H -4.0450 4.5651 -3.1896
H -3.4970 6.2785 -1.4893
H -2.2700 5.6443 0.5756
H -1.6195 3.2617 0.9089

56
Properties=species:S:1:pos:R:3 method="wB97M-V/def2-TZVPD" de_lowest_ev=0.318 homo_energy_ev=-7.6 fmax_ha_per_bohr=0.0132 e_tot_ev=-44257.508 gap_ev=8.13 lumo_ev=0.5
C -3.3138 -3.3503 1.4055
O -3.1366 -2.0019 1.0522
C -3.9873 -1.4449 0.1272
C -4.9465 -2.1738 -0.5540
C -5.8168 -1.5580 -1.4417
C -5.7253 -0.1988 -1.6487
C -4.7545 0.5372 -0.9903
C -3.8599 -0.0531 -0.1003
N -2.9286 0.6871 0.6262
C -3.0388 2.1265 0.7020
C -2.2580 2.8329 -0.4172
N -0.8809 2.3828 -0.4025
C 0.0967 3.2337 -0.0105
O -0.1212 4.4003 0.2648
C 1.4838 2.6714 0.0286
C 2.1379 2.2934 -1.1388
C 3.4390 1.8315 -1.0884
C 4.1061 1.7313 0.1261
C 5.5108 1.2148 0.1936
S 5.8577 -0.1764 -0.9409
C 4.8358 -1.5031 -0.3756
C 4.9571 -2.7028 -1.0730
C 4.1977 -3.7959 -0.7093
C 3.3081 -3.7054 0.3504
C 3.1897 -2.5131 1.0413
C 3.9494 -1.4110 0.6869
C 3.4564 2.1299 1.2886
C 2.1597 2.6063 1.2399
C -0.7560 0.9472 -0.4988
C -1.5406 0.2845 0.6484
H -3.1118 -4.0215 0.5636
H -4.3222 -3.5387 1.7873
H -2.5892 -3.5414 2.1961
H -5.0413 -3.2350 -0.3875
H -6.5614 -2.1469 -1.9544
H -6.3998 0.2985 -2.3292
H -4.7017 1.5968 -1.1821
H -4.0875 2.4220 0.6915
H -2.6084 2.4332 1.6628
H -2.2576 3.9135 -0.2651
H -2.6882 2.5987 -1.3965
H 1.6266 2.3664 -2.0875
H 3.9426 1.5327 -1.9960
H 6.2157 1.9809 -0.1388
H 5.7825 0.9086 1.2047
H 5.6524 -2.7623 -1.8969
H 4.3001 -4.7225 -1.2545
H 2.7128 -4.5598 0.6350
H 2.4996 -2.4313 1.8686
H 3.8350 -0.4928 1.2390
H 3.9705 2.0712 2.2382
H 1.6628 2.9251 2.1439
H 0.2927 0.6546 -0.4509
H -1.1757 0.6217 -1.4587
H -1.4629 -0.7965 0.5721
H -1.1069 0.6026 1.6035

55
Properties=species:S:1:pos:R:3 method="wB97M-V/def2-TZVPD" de_lowest_ev=0.000 homo_energy_ev=-5.4 fmax_ha_per_bohr=0.0723 e_tot_ev=-32305.283 gap_ev=3.77 lumo_ev=-1.6
C -3.0425 -2.4474 -0.3240
C -2.6074 -1.1543 0.2223
N -3.5063 -0.2149 0.6090
C -4.9504 -0.3975 0.5762
C -2.8488 0.8879 1.1716
C -1.4647 0.6062 1.1679
C -0.6306 1.4491 1.8936
C -1.1606 2.5920 2.5090
C -2.5328 2.8773 2.4392
C -3.4077 2.0014 1.7802
C -1.2811 -0.6833 0.4856
C -0.1022 -1.3962 0.2448
C 1.2236 -0.9778 0.5566
C 2.2405 -1.6252 1.3164
C 2.1896 -2.9193 2.0192
N 3.3322 -0.8048 1.3973
C 4.5239 -1.0854 2.1898
C 3.1010 0.3843 0.6868
C 1.8005 0.2851 0.1405
C 1.2634 1.3482 -0.5558
C 2.0068 2.5076 -0.7439
C 3.2569 2.6359 -0.1106
C 3.8261 1.5647 0.5972
H -2.1624 -3.0323 -0.5848
H -3.6252 -3.0187 0.4097
H -3.6618 -2.3022 -1.2167
H -5.4266 0.5187 0.9433
H -5.2924 -0.6042 -0.4441
H -5.2618 -1.2302 1.2221
H 0.4173 1.1954 1.9677
H -0.4964 3.2585 3.0649
H -2.9239 3.7870 2.8972
H -4.4785 2.1692 1.7107
H -0.2200 -2.3978 -0.1664
H 1.2179 -3.3707 1.8216
H 2.9725 -3.5940 1.6572
H 2.2982 -2.7946 3.1022
H 5.2023 -0.2279 2.1168
H 4.2666 -1.2408 3.2442
H 5.0511 -1.9780 1.8340
H 0.2751 1.1935 -0.9740
H 1.6034 3.3145 -1.3605
H 3.7929 3.5794 -0.1905
H 4.8055 1.6242 1.0634
C 1.0067 -1.6363 -3.8940
C 0.2241 -0.3977 -3.8929
N -0.0298 0.3863 -4.9832
C -0.7278 1.4714 -4.5246
C -0.9010 1.3067 -3.1226
N -0.3218 0.1306 -2.7544
H 1.2080 -1.9080 -2.8524
H 0.4433 -2.4483 -4.3747
H 1.9577 -1.5011 -4.4264
H -1.0738 2.3073 -5.1241
H -1.3685 2.0064 -2.4374

56
Properties=species:S:1:pos:R:3 method="wB97M-V/def2-TZVPD" de_lowest_ev=1.608 homo_energy_ev=-8.2 fmax_ha_per_bohr=0.0150 e_tot_ev=-34354.313 gap_ev=8.86 lumo_ev=0.7
C 4.1044 -1.5315 -2.0889
C 3.2162 -0.4858 -1.4241
N 1.9526 -1.0600 -0.9835
C 0.8919 -0.0694 -0.9361
C 0.5405 0.4467 -2.3003
C 0.2267 1.7832 -2.5143
C -0.1107 2.1925 -3.7947
N -0.1457 1.3786 -4.8350
C 0.1514 0.1052 -4.6311
C 0.4942 -0.4116 -3.3940
C 2.0836 -1.7559 0.2933
C 0.9899 -2.7560 0.4894
C 1.0534 -4.0771 0.0963
N -0.1351 -4.6433 0.3774
C -0.5334 -6.0042 0.1653
N -0.9731 -3.7725 0.9190
C -0.3231 -2.6166 1.0083
C -1.0101 -1.4297 1.5099
C -0.3692 -0.4625 2.2807
C -1.0245 0.6954 2.6476
C -2.3439 0.9010 2.2578
O -3.0384 2.0336 2.6087
C -2.4388 3.2543 2.4573
C -1.4585 3.5047 1.5020
C -0.9406 4.7797 1.3686
C -1.3932 5.8110 2.1734
C -2.3794 5.5630 3.1140
C -2.9024 4.2927 3.2597
C -3.0166 -0.0899 1.5516
C -2.3528 -1.2411 1.1829
H 4.9961 -1.0562 -2.4899
H 3.5630 -2.0065 -2.9023
H 4.4138 -2.3002 -1.3854
H 2.9909 0.2904 -2.1595
H 3.7561 -0.0081 -0.5877
H 0.0017 -0.5555 -0.5253
H 1.1454 0.7755 -0.2675
H 0.2466 2.4923 -1.6995
H -0.3610 3.2253 -4.0008
H 0.1094 -0.5273 -5.5087
H 0.7327 -1.4550 -3.2634
H 3.0305 -2.2992 0.2794
H 2.1202 -1.0374 1.1287
H 1.8528 -4.6309 -0.3538
H -0.4771 -6.2609 -0.8944
H 0.1055 -6.6859 0.7302
H -1.5609 -6.1045 0.5084
H 0.6462 -0.6197 2.6107
H -0.5195 1.4478 3.2368
H -1.1167 2.7032 0.8623
H -0.1809 4.9688 0.6241
H -0.9837 6.8036 2.0640
H -2.7425 6.3636 3.7410
H -3.6729 4.0835 3.9853
H -4.0511 0.0664 1.2882
H -2.8598 -2.0076 0.6179

59
Properties=species:S:1:pos:R:3 method="wB97M-V/def2-TZVPD" homo_energy_ev=-7.9 fmax_ha_per_bohr=0.0226 e_tot_ev=-58073.970 gap_ev=8.47 lumo_ev=0.5
N -0.7375 -2.2900 2.0323
C -1.5628 -1.6192 1.5973
C -2.5741 -0.8153 1.0605
C -2.5720 0.5622 1.1226
N -1.6058 1.3510 1.6956
C -1.6677 2.7028 1.6290
O -2.6003 3.2980 1.1264
C -0.4523 3.3900 2.2153
S 0.9195 3.3443 1.0138
C 1.4918 1.7079 1.2515
N 0.9887 0.8681 2.1301
C 1.7626 -0.2473 2.0551
C 2.7374 -0.0844 1.1066
C 3.8067 -1.0031 0.7396
C 4.1211 -1.2890 -0.5868
C 5.1417 -2.1746 -0.8829
C 5.8543 -2.7885 0.1330
C 5.5327 -2.5244 1.4546
C 4.5164 -1.6391 1.7580
N 2.5511 1.1856 0.5912
C 3.3038 1.8160 -0.4568
C 2.6372 1.6388 -1.8556
C 1.7709 2.8373 -2.2943
C 0.4532 2.1968 -2.7379
C 0.4482 0.8994 -1.9342
O 1.8011 0.4934 -1.8771
S -3.9532 1.2613 0.3576
C -4.5498 -0.3297 -0.0435
C -3.7260 -1.3203 0.3796
C -4.0191 -2.7718 0.1678
C -5.0969 -2.9420 -0.9021
C -6.2677 -1.9990 -0.6328
C -5.8231 -0.5429 -0.7870
H -0.7308 0.9192 2.0564
H -0.1070 2.9100 3.1293
H -0.6628 4.4465 2.3729
H 1.5348 -1.1032 2.6557
H 3.5373 -0.8498 -1.3795
H 5.3765 -2.3922 -1.9147
H 6.6512 -3.4780 -0.1031
H 6.0776 -3.0094 2.2511
H 4.2675 -1.4267 2.7871
H 4.2960 1.3586 -0.4631
H 3.4025 2.8817 -0.2296
H 3.4398 1.4571 -2.5821
H 2.2482 3.3953 -3.0969
H 1.6011 3.5133 -1.4585
H -0.4103 2.8198 -2.5199
H 0.4742 1.9722 -3.8044
H -0.1143 0.0899 -2.4004
H 0.0517 1.0666 -0.9227
H -4.3608 -3.2069 1.1129
H -3.1045 -3.2981 -0.1163
H -4.6740 -2.7165 -1.8834
H -5.4422 -3.9770 -0.9136
H -6.6320 -2.1614 0.3835
H -7.0868 -2.2069 -1.3230
H -5.6691 -0.3129 -1.8468
H -6.5940 0.1365 -0.4168

60
Properties=species:S:1:pos:R:3 method="wB97M-V/def2-TZVPD" de_lowest_ev=0.412 total_charge=+2 homo_energy_ev=-13.4 fmax_ha_per_bohr=0.0089 e_tot_ev=-161208.710 gap_ev=7.15 lumo_ev=-6.3
In 0.3323 -0.3277 0.3055
C 1.5319 -2.6123 -2.3366
As 0.8422 -0.8181 -2.1762
C -0.7709 -0.7877 -3.2342
C 2.0970 0.4159 -2.9322
C 3.2356 -0.0826 -3.5567
C 4.1569 0.7989 -4.1025
C 3.9356 2.1649 -4.0217
C 2.7973 2.6558 -3.3964
C 1.8588 1.7934 -2.8402
As 0.2412 2.4559 -1.9580
C -0.7530 3.0832 -3.5160
C 0.8578 4.1727 -1.2731
H 2.4504 -2.7037 -1.7606
H 1.7165 -2.8567 -3.3807
H 0.7847 -3.2948 -1.9347
H -0.4785 -0.8843 -4.2786
H -1.3069 0.1466 -3.0847
H -1.4011 -1.6259 -2.9431
H 3.4185 -1.1470 -3.6223
H 5.0443 0.4170 -4.5883
H 4.6507 2.8542 -4.4502
H 2.6462 3.7263 -3.3550
H -0.1252 3.7465 -4.1087
H -1.6368 3.6241 -3.1808
H -1.0654 2.2441 -4.1344
H 1.1739 4.8268 -2.0828
H 1.6843 4.0260 -0.5795
H 0.0312 4.6534 -0.7505
O 0.8222 -1.8964 1.4596
C -0.0117 -2.7245 2.1071
C 0.5850 -3.8441 2.6997
C -0.1593 -4.7799 3.3776
C -1.5432 -4.6329 3.4780
C -2.1395 -3.5357 2.9090
C -1.4017 -2.5472 2.2262
C -2.1328 -1.3935 1.7061
N -1.7146 -0.4279 0.8678
C -2.7790 0.4345 0.6375
C -3.8426 -0.0038 1.3402
N -3.4212 -1.1338 2.0001
H 1.6573 -3.9470 2.6011
H 0.3317 -5.6339 3.8246
H -2.1424 -5.3729 3.9884
H -3.2172 -3.4631 2.9777
H -2.6923 1.2901 -0.0094
H -4.8437 0.3772 1.4335
H -3.9877 -1.6726 2.6340
N 3.1544 4.6534 5.1877
C 2.7281 3.9113 4.4234
C 2.1907 2.9879 3.4630
C 1.1590 3.3824 2.6134
C 0.6792 2.4760 1.6954
N 1.1670 1.2299 1.6031
C 2.1435 0.8381 2.4411
C 2.6887 1.6928 3.3760
H 0.7404 4.3768 2.6719
H -0.1183 2.7388 1.0145
H 2.4625 -0.1934 2.3645
H 3.4779 1.3525 4.0308

64
Properties=species:S:1:pos:R:3 method="wB97M-V/def2-TZVPD" homo_energy_ev="-8.3 / -8.3" fmax_ha_per_bohr=0.0151 multiplicity=6 e_tot_ev=-207192.738 s2=8.754 gap_ev="7.89 / 7.82" lumo_ev="-0.4 / -0.5"
Mn -0.1925 -0.7135 1.5049
O 2.6162 2.7643 1.4790
C 1.9745 3.4424 0.5071
C 2.6915 4.4184 -0.1848
C 2.0921 5.1509 -1.1912
C 0.7580 4.9365 -1.5066
C 0.0374 3.9845 -0.8050
C 0.6272 3.2128 0.1909
C -0.1824 2.2254 1.0153
O 0.5485 1.2265 1.6173
N -1.2139 1.5742 0.1715
N -1.8959 0.6889 0.8999
C -3.0866 0.3068 0.6536
C -3.6981 -0.6961 1.5022
Br -2.5265 -1.3726 2.8820
C -4.9357 -1.1777 1.4083
C -5.9357 -0.6349 0.4665
C -6.6105 -1.4597 -0.4308
C -7.5452 -0.9252 -1.3031
C -7.8320 0.4324 -1.2783
C -7.1831 1.2571 -0.3715
C -6.2409 0.7278 0.4955
H 1.9785 2.0702 1.7912
H 3.7218 4.5820 0.1051
H 2.6693 5.8933 -1.7271
H 0.2823 5.5096 -2.2917
H -1.0155 3.8630 -1.0357
H -0.7248 2.8091 1.7859
H -1.7227 2.1162 -0.5152
H -3.6613 0.6767 -0.1930
H -5.2392 -1.9965 2.0501
H -6.3917 -2.5203 -0.4522
H -8.0530 -1.5702 -2.0082
H -8.5664 0.8460 -1.9569
H -7.4141 2.3138 -0.3320
H -5.7468 1.3603 1.2231
F -1.8720 -3.8619 0.7374
B -0.6604 -3.3294 0.4174
F -0.8731 -1.9778 -0.1692
F 0.0844 -2.9730 1.6109
F 0.1097 -4.0728 -0.4218
C 4.2037 -0.1482 2.0261
As 2.5246 -1.1028 1.6809
C 3.2975 -2.9022 1.7540
C 2.4094 -0.7529 -0.2933
C 3.4562 -1.4276 -1.1198
C 4.6223 -0.7543 -1.4760
C 5.6012 -1.3852 -2.2308
C 5.4276 -2.6978 -2.6410
C 4.2662 -3.3762 -2.2957
C 3.2885 -2.7463 -1.5427
H 4.9611 -0.5127 1.3320
H 4.5291 -0.3520 3.0455
H 4.0754 0.9244 1.9038
H 4.1337 -2.9821 1.0625
H 2.5499 -3.6534 1.5079
H 3.6496 -3.0840 2.7694
H 2.4778 0.3319 -0.3835
H 1.4122 -1.0510 -0.6276
H 4.7590 0.2759 -1.1660
H 6.4992 -0.8456 -2.5048
H 6.1873 -3.1870 -3.2373
H 4.1201 -4.4013 -2.6119
H 2.3770 -3.2770 -1.2926

67
Properties=species:S:1:pos:R:3 method="wB97M-V/def2-TZVPD" de_lowest_ev=1.524 total_charge=-2 homo_energy_ev=-1.6 fmax_ha_per_bohr=0.0189 e_tot_ev=-213545.933 gap_ev=5.75 lumo_ev=4.2
In 0.2947 -0.3932 -0.7217
C -6.2447 -0.3419 -1.5634
C -4.9380 0.1680 -1.0072
C -4.5653 -0.0718 0.3079
C -3.3208 0.3035 0.7767
C -2.3770 0.9395 -0.0341
N -1.0492 1.1607 0.3712
C -0.7837 1.7375 1.5695
C -1.7764 2.4054 2.3431
C -1.5160 3.0229 3.5482
C -0.2290 3.0715 4.0805
C 0.0755 3.7727 5.3849
C 0.7690 2.4989 3.3147
C 0.5312 1.8487 2.1082
N 1.7058 1.3550 1.4257
C 2.8905 1.0526 1.9924
C 3.8080 0.8394 0.9875
C 3.0764 1.0004 -0.1956
N 1.8019 1.3149 0.0644
C -2.7808 1.2081 -1.3566
C -4.0251 0.8101 -1.8253
N -1.9066 1.8716 -2.2928
C -2.2824 2.5785 -3.3899
C -1.1376 3.0605 -3.9740
C -0.0949 2.5931 -3.1492
N -0.5613 1.8844 -2.1279
H -6.9049 -0.6747 -0.7601
H -6.7675 0.4263 -2.1397
H -6.0751 -1.1967 -2.2247
H -5.2224 -0.6371 0.9630
H -3.0198 0.0024 1.7714
H -2.7839 2.4196 1.9535
H -2.3345 3.4954 4.0884
H -0.7657 3.6880 6.0783
H 0.9511 3.3380 5.8738
H 0.2759 4.8424 5.2460
H 1.7922 2.5870 3.6613
H 2.9967 0.9714 3.0615
H 4.8405 0.5498 1.0982
H 3.3911 0.8686 -1.2241
H -4.2642 0.9500 -2.8732
H -3.3186 2.7019 -3.6596
H -1.0627 3.6644 -4.8664
H 0.9737 2.7370 -3.2532
S -0.0340 -5.0469 0.3590
As -0.9434 -3.1484 0.6999
S -1.3983 -2.1374 -1.2670
S 0.5840 -1.6850 1.4310
S -2.6241 -3.2364 1.9822
C 4.7209 -2.8430 0.1888
N 3.7676 -3.5842 -0.6186
C 3.7294 -5.0411 -0.5571
C 2.7307 -2.8786 -1.1570
C 1.7108 -3.6387 -1.9486
O 2.6457 -1.6727 -0.9430
H 5.6084 -3.4571 0.3373
H 4.3029 -2.5624 1.1626
H 5.0007 -1.9241 -0.3239
H 4.4917 -5.3772 0.1422
H 3.9344 -5.5017 -1.5280
H 2.7611 -5.4014 -0.2045
H 2.1815 -4.3886 -2.5906
H 1.1318 -2.9433 -2.5451
H 1.0115 -4.1388 -1.2661
Se 3.4477 0.5372 -4.4559
C 2.0361 -0.0037 -3.4942
N 1.1367 -0.3514 -2.8347